{"formula": "C102H214N10O13", "method": "ωB97M-V/def2-TZVPD", "total_charge": 0, "molar_mass_g_mol": 1788.89, "gap_ev": 8.6, "lumo_energy_ev": 0.370, "energy_ha": -5539.92031, "homo_ev": -8.25, "elements": ["C", "C", "C", "C", "C", "C", "N", "O", "C", "C", "C", "H", "H", "H", "H", "H", "H", "H", "H", "H", "H", "H", "H", "H", "H", "H", "H", "H", "H", "H", "C", "C", "C", "C", "C", "C", "N", "O", "C", "C", "C", "H", "H", "H", "H", "H", "H", "H", "H", "H", "H", "H", "H", "H", "H", "H", "H", "H", "H", "H", "C", "C", "C", "C", "C", "C", "N", "O", "C", "C", "C", "H", "H", "H", "H", "H", "H", "H", "H", "H", "H", "H", "H", "H", "H", "H", "H", "H", "H", "H", "C", "C", "C", "C", "C", "C", "N", "O", "C", "C", "C", "H", "H", "H", "H", "H", "H", "H", "H", "H", "H", "H", "H", "H", "H", "H", "H", "H", "H", "H", "C", "C", "C", "C", "C", "C", "N", "O", "C", "C", "C", "H", "H", "H", "H", "H", "H", "H", "H", "H", "H", "H", "H", "H", "H", "H", "H", "H", "H", "H", "C", "C", "C", "C", "C", "C", "N", "O", "C", "C", "C", "H", "H", "H", "H", "H", "H", "H", "H", "H", "H", "H", "H", "H", "H", "H", "H", "H", "H", "H", "C", "C", "C", "C", "C", "C", "N", "O", "C", "C", "C", "H", "H", "H", "H", "H", "H", "H", "H", "H", "H", "H", "H", "H", "H", "H", "H", "H", "H", "H", "C", "C", "C", "C", "C", "C", "N", "O", "C", "C", "C", "H", "H", "H", "H", "H", "H", "H", "H", "H", "H", "H", "H", "H", "H", "H", "H", "H", "H", "H", "C", "C", "C", "C", "C", "C", "N", "O", "C", "C", "C", "H", "H", "H", "H", "H", "H", "H", "H", "H", "H", "H", "H", "H", "H", "H", "H", "H", "H", "H", "C", "C", "C", "C", "C", "C", "N", "O", "C", "C", "C", "H", "H", "H", "H", "H", "H", "H", "H", "H", "H", "H", "H", "H", "H", "H", "H", "H", "H", "H", "C", "C", "C", "O", "C", "H", "H", "H", "H", "H", "H", "H", "H", "C", "C", "C", "O", "C", "H", "H", "H", "H", "H", "H", "H", "H", "C", "C", "C", "O", "C", "H", "H", "H", "H", "H", "H", "H", "H"], "coordinates": [[-8.64, 2.46, -1.25], [-8.92, 0.95, -1.16], [-7.94, 0.16, -2.09], [-6.53, 0.10, -1.55], [-6.60, -0.54, -0.16], [-7.55, 0.16, 0.78], [-8.84, 0.34, 0.19], [-9.78, 1.03, 1.11], [-7.73, -0.75, 1.98], [-6.85, 1.50, 1.29], [-10.32, 0.62, -1.69], [-9.54, 3.13, -1.08], [-8.27, 2.68, -2.26], [-7.87, 2.72, -0.57], [-8.35, -0.81, -2.33], [-7.92, 0.69, -3.05], [-6.05, 1.14, -1.47], [-5.91, -0.49, -2.19], [-5.65, -0.56, 0.37], [-6.88, -1.60, -0.32], [-8.26, -1.66, 1.79], [-6.76, -0.97, 2.50], [-8.44, -0.22, 2.62], [-7.42, 2.16, 1.94], [-6.07, 1.08, 1.92], [-6.38, 2.05, 0.42], [-10.57, 1.13, -2.64], [-11.04, 0.99, -0.94], [-10.43, -0.49, -1.84], [-9.55, 1.92, 1.29], [3.49, -6.99, -4.41], [4.06, -5.61, -4.90], [3.18, -5.05, -6.02], [3.50, -3.61, -6.35], [3.36, -2.77, -5.12], [4.11, -3.24, -3.85], [3.86, -4.69, -3.77], [4.57, -5.19, -2.54], [5.59, -2.85, -3.99], [3.52, -2.54, -2.56], [5.58, -5.86, -5.28], [3.34, -7.79, -5.14], [2.57, -6.78, -3.86], [4.12, -7.34, -3.60], [3.27, -5.79, -6.83], [2.11, -5.12, -5.67], [2.79, -3.24, -7.12], [4.53, -3.51, -6.73], [2.29, -2.68, -4.86], [3.60, -1.73, -5.32], [5.68, -1.76, -3.98], [6.12, -3.09, -3.08], [6.08, -3.10, -4.89], [4.07, -2.96, -1.68], [3.61, -1.47, -2.57], [2.46, -2.73, -2.47], [6.12, -5.84, -4.33], [5.97, -5.04, -5.93], [5.62, -6.84, -5.81], [5.48, -5.25, -2.67], [0.08, -1.83, 6.01], [1.39, -1.52, 6.68], [2.63, -1.98, 5.88], [2.80, -1.17, 4.62], [2.94, 0.29, 5.02], [1.83, 0.90, 5.88], [1.67, -0.05, 6.95], [0.67, 0.47, 7.91], [2.34, 2.28, 6.42], [0.57, 1.19, 4.98], [1.32, -2.26, 8.03], [-0.09, -2.92, 5.78], [-0.12, -1.25, 5.13], [-0.70, -1.59, 6.76], [3.51, -1.93, 6.54], [2.35, -3.02, 5.56], [1.93, -1.24, 3.93], [3.72, -1.54, 4.14], [3.14, 0.82, 4.08], [3.84, 0.47, 5.64], [1.43, 2.76, 6.78], [2.97, 2.11, 7.27], [2.76, 2.94, 5.68], [0.77, 2.10, 4.43], [0.35, 0.37, 4.26], [-0.28, 1.30, 5.65], [1.00, -3.26, 7.75], [0.56, -1.87, 8.71], [2.28, -2.28, 8.53], [1.19, 0.43, 8.73], [4.38, 0.98, -5.01], [3.59, 2.25, -4.57], [4.24, 2.73, -3.25], [3.77, 4.11, -2.87], [3.98, 5.09, -3.96], [3.29, 4.73, -5.28], [3.67, 3.32, -5.64], [3.06, 2.82, -6.82], [1.78, 4.99, -5.18], [3.85, 5.64, -6.44], [2.15, 1.83, -4.31], [3.94, 0.51, -5.92], [4.33, 0.30, -4.19], [5.40, 1.17, -5.32], [4.11, 1.97, -2.47], [5.33, 2.67, -3.44], [4.40, 4.45, -1.98], [2.78, 4.19, -2.47], [5.03, 5.18, -4.18], [3.61, 6.09, -3.73], [1.46, 6.04, -5.21], [1.24, 4.56, -6.05], [1.40, 4.57, -4.28], [3.30, 5.41, -7.36], [3.70, 6.75, -6.22], [4.91, 5.51, -6.48], [2.13, 0.98, -3.70], [1.56, 1.54, -5.19], [1.50, 2.62, -3.90], [2.08, 2.96, -6.71], [-0.93, -6.81, -2.11], [-1.18, -5.39, -2.61], [-0.15, -5.19, -3.73], [-0.46, -3.86, -4.51], [-1.89, -3.88, -4.97], [-2.93, -4.02, -3.88], [-2.57, -5.21, -3.14], [-3.43, -5.42, -1.96], [-2.95, -2.70, -3.03], [-4.24, -4.37, -4.52], [-0.74, -4.46, -1.47], [0.15, -6.84, -1.81], [-1.09, -7.57, -2.89], [-1.53, -6.99, -1.23], [0.86, -5.09, -3.28], [-0.13, -5.98, -4.51], [0.14, -3.86, -5.43], [-0.31, -2.94, -3.95], [-2.05, -4.69, -5.66], [-2.01, -2.98, -5.57], [-1.99, -2.16, -3.00], [-3.68, -1.94, -3.30], [-3.15, -2.97, -2.03], [-4.10, -5.28, -5.01], [-5.17, -4.35, -3.96], [-4.34, -3.67, -5.38], [-0.54, -3.45, -1.86], [0.20, -4.79, -1.01], [-1.55, -4.44, -0.74], [-3.76, -6.31, -2.03], [-3.56, 1.33, -3.56], [-3.20, 2.03, -4.87], [-4.47, 2.47, -5.63], [-5.13, 3.68, -4.99], [-4.04, 4.83, -4.86], [-2.80, 4.45, -4.02], [-2.29, 3.21, -4.71], [-1.09, 2.84, -4.07], [-1.78, 5.53, -4.19], [-3.24, 4.29, -2.53], [-2.42, 1.02, -5.65], [-4.49, 1.68, -3.14], [-2.77, 1.43, -2.77], [-3.64, 0.29, -3.77], [-4.14, 2.75, -6.62], [-5.19, 1.63, -5.73], [-5.54, 3.37, -4.03], [-5.94, 3.97, -5.64], [-4.37, 5.77, -4.36], [-3.80, 5.09, -5.90], [-1.44, 5.62, -5.28], [-2.08, 6.53, -3.87], [-0.88, 5.35, -3.58], [-3.53, 5.33, -2.17], [-4.05, 3.67, -2.28], [-2.38, 3.93, -1.93], [-1.73, 0.44, -4.99], [-1.86, 1.29, -6.53], [-3.13, 0.23, -5.79], [-1.32, 2.36, -3.25], [5.80, 4.97, 2.19], [4.31, 5.32, 2.06], [3.76, 5.57, 3.44], [4.06, 6.97, 3.97], [3.64, 8.04, 2.97], [4.43, 7.88, 1.69], [4.06, 6.52, 1.21], [4.76, 6.21, -0.03], [3.96, 8.91, 0.72], [5.97, 8.15, 1.85], [3.53, 4.14, 1.45], [6.49, 5.29, 1.42], [5.82, 3.87, 2.30], [6.20, 5.29, 3.15], [2.65, 5.45, 3.42], [4.24, 4.79, 4.06], [5.12, 7.13, 4.22], [3.55, 7.24, 4.86], [3.84, 9.04, 3.37], [2.54, 8.09, 2.79], [2.89, 8.75, 0.71], [4.21, 9.93, 1.01], [4.42, 8.80, -0.25], [6.65, 8.14, 0.95], [6.05, 9.16, 2.35], [6.38, 7.46, 2.58], [3.89, 3.87, 0.44], [2.46, 4.39, 1.42], [3.67, 3.37, 2.20], [4.06, 6.45, -0.66], [1.55, -4.84, 1.95], [3.04, -5.13, 1.66], [3.71, -5.51, 2.95], [3.32, -6.90, 3.37], [3.63, -7.89, 2.31], [3.00, -7.61, 0.96], [3.30, -6.16, 0.65], [2.58, -5.86, -0.54], [3.70, -8.39, -0.23], [1.50, -7.84, 0.93], [3.59, -3.81, 1.10], [1.57, -4.04, 2.66], [1.06, -5.64, 2.43], [1.02, -4.69, 1.01], [4.82, -5.46, 3.01], [3.37, -4.79, 3.70], [2.29, -7.00, 3.84], [4.01, -7.17, 4.20], [3.43, -8.92, 2.67], [4.73, -7.84, 2.15], [3.29, -8.23, -1.22], [4.76, -8.11, -0.31], [3.53, -9.50, -0.07], [1.04, -7.30, 0.13], [1.18, -8.91, 0.82], [1.06, -7.52, 1.88], [3.63, -3.00, 1.83], [2.99, -3.50, 0.25], [4.62, -3.95, 0.73], [3.23, -5.50, -1.15], [1.74, 1.61, -0.29], [0.81, 0.45, -0.13], [1.21, -0.32, 1.21], [0.10, -1.24, 1.73], [-1.19, -0.52, 1.84], [-1.63, 0.18, 0.57], [-0.50, 1.11, 0.15], [-1.02, 1.83, -1.08], [-2.13, -0.86, -0.47], [-2.85, 1.16, 0.73], [0.86, -0.47, -1.33], [2.73, 1.21, -0.27], [1.59, 2.36, 0.45], [1.71, 2.07, -1.28], [2.10, -0.90, 1.00], [1.40, 0.42, 2.01], [0.48, -1.57, 2.72], [0.00, -2.18, 1.12], [-1.16, 0.12, 2.75], [-1.96, -1.32, 2.09], [-3.22, -1.00, -0.37], [-2.06, -0.58, -1.50], [-1.67, -1.83, -0.35], [-2.37, 2.03, 1.21], [-3.32, 1.45, -0.22], [-3.60, 0.72, 1.41], [0.47, 0.00, -2.26], [0.34, -1.40, -1.14], [1.92, -0.75, -1.43], [-0.70, 2.73, -0.93], [-3.44, -1.00, 5.13], [-4.42, -0.25, 6.08], [-3.74, 0.06, 7.39], [-2.59, 1.00, 7.26], [-3.05, 2.32, 6.76], [-3.84, 2.17, 5.45], [-4.95, 1.09, 5.68], [-5.68, 0.81, 4.50], [-4.62, 3.44, 5.13], [-2.89, 1.91, 4.27], [-5.64, -1.15, 6.45], [-2.41, -0.65, 5.29], [-3.69, -0.71, 4.12], [-3.48, -2.08, 5.28], [-4.54, 0.40, 8.15], [-3.37, -0.85, 7.80], [-1.93, 0.60, 6.50], [-2.14, 0.96, 8.27], [-2.26, 2.99, 6.53], [-3.66, 2.81, 7.48], [-3.92, 4.23, 5.13], [-4.98, 3.39, 4.11], [-5.51, 3.57, 5.76], [-2.08, 1.20, 4.53], [-3.39, 1.35, 3.46], [-2.39, 2.82, 3.96], [-6.30, -1.53, 5.66], [-6.28, -0.72, 7.26], [-5.14, -2.07, 6.93], [-6.31, 1.51, 4.48], [-3.88, -3.60, 1.02], [-2.70, -4.09, 1.93], [-2.96, -5.58, 1.95], [-4.31, -5.82, 1.78], [-4.76, -4.86, 0.84], [-3.56, -3.29, 0.02], [-4.47, -2.80, 1.53], [-2.82, -3.65, 2.87], [-1.70, -3.86, 1.52], [-2.67, -6.04, 2.86], [-2.44, -6.07, 1.06], [-5.82, -4.67, 0.91], [-4.66, -5.21, -0.19], [6.87, 0.08, 2.02], [7.14, 0.95, 0.78], [5.77, 0.94, 0.08], [5.15, -0.34, 0.41], [5.46, -0.50, 1.79], [6.96, 0.65, 2.95], [7.61, -0.72, 2.07], [7.91, 0.51, 0.20], [7.53, 1.93, 1.07], [5.82, 0.98, -1.01], [5.17, 1.74, 0.56], [5.29, -1.56, 2.04], [4.72, 0.11, 2.31], [-0.68, 6.63, 0.60], [-0.36, 5.75, 1.81], [-0.90, 4.36, 1.29], [-0.42, 4.37, -0.07], [-0.15, 5.73, -0.54], [-0.14, 7.58, 0.67], [-1.73, 6.85, 0.64], [-0.83, 6.14, 2.71], [0.68, 5.67, 1.89], [-1.95, 4.31, 1.26], [-0.46, 3.50, 1.78], [-0.59, 5.81, -1.54], [0.94, 5.82, -0.70]]}